Formula: C18H48ClF2N7O16P2S2
Source: the OMol25 dataset
Level of theory: ωB97M-V/def2-TZVPD

CARTESIAN COORDINATES (ANGSTROEM)
1 N -1.5326 2.3211 3.9548
2 S -0.7491 3.5911 3.7402
3 O 0.6793 3.4648 3.4516
4 O -1.3364 4.8546 4.1298
5 F -1.2240 3.5917 2.1780
6 S -1.6568 2.6295 5.6233
7 O -3.0420 2.9177 6.0615
8 O -0.4997 3.1100 6.3541
9 F -1.5319 1.0841 6.0649
10 Cl 1.8803 0.2393 0.8105
11 O 1.3642 1.4232 1.5015
12 O 0.8080 -0.4569 0.1571
13 O 3.0166 0.5297 -0.0756
14 O 2.3598 -0.5411 1.8989
15 O -1.1493 -2.7490 1.9323
16 P -0.8136 -4.2321 2.1563
17 N -1.8795 -4.7722 3.4168
18 C -3.2638 -5.2713 3.2494
19 C -1.7509 -3.9981 4.6424
20 N 0.6946 -4.6758 2.6996
21 C 1.8006 -3.7557 2.7397
22 C 1.1050 -6.0558 2.8187
23 N -1.0918 -5.1943 0.7133
24 C -1.1118 -6.6264 0.7562
25 C -1.0787 -4.5958 -0.6158
26 H -3.8942 -4.3822 3.2342
27 H -3.4977 -5.9461 4.0727
28 H -3.4368 -5.9280 2.3967
29 H -2.1656 -4.3525 5.5861
30 H -1.9944 -2.9947 4.2931
31 H -0.6737 -3.8783 4.7586
32 H 2.5120 -4.2545 3.3979
33 H 2.0977 -3.6334 1.6981
34 H 1.3828 -2.8743 3.2263
35 H 1.3426 -6.5375 1.8702
36 H 1.9609 -6.0888 3.4928
37 H 0.3440 -6.5445 3.4270
38 H -1.7111 -6.9427 -0.0976
39 H -0.0926 -6.9548 0.5528
40 H -1.4106 -7.1120 1.6852
41 H -0.1628 -4.8102 -1.1666
42 H -1.2967 -3.5330 -0.5108
43 H -1.7774 -5.0037 -1.3463
44 O -1.4771 1.6134 -0.3961
45 P -1.6989 1.9741 -1.8231
46 N -0.2938 2.2943 -2.7208
47 C 0.9196 2.7116 -2.0201
48 C -0.2571 2.1752 -4.1868
49 N -2.5250 3.4531 -2.1911
50 C -3.0642 3.8409 -3.5154
51 C -2.7026 4.4119 -1.0918
52 N -2.4916 0.7560 -2.7147
53 C -1.8337 -0.5597 -2.9797
54 C -3.8965 0.4897 -2.2516
55 H 0.6358 2.9622 -0.9980
56 H 1.4315 3.4333 -2.6567
57 H 1.6530 1.9165 -1.8861
58 H -1.2738 1.9824 -4.5293
59 H 0.3191 1.2967 -4.4771
60 H 0.0008 3.1596 -4.5773
61 H -2.4613 4.6563 -3.9152
62 H -3.1011 2.9996 -4.2074
63 H -4.1019 4.1353 -3.3579
64 H -2.8725 5.4154 -1.4818
65 H -3.6977 4.2300 -0.6859
66 H -1.8592 4.2101 -0.4315
67 H -1.1209 -0.7480 -2.1769
68 H -2.5556 -1.3553 -3.1642
69 H -1.2589 -0.4025 -3.8924
70 H -4.3973 -0.1067 -3.0142
71 H -4.4001 1.4101 -1.9560
72 H -3.8909 -0.1337 -1.3575
73 C 5.2566 -0.1985 -5.9906
74 O 4.2860 -0.5276 -5.0792
75 C 4.5948 -1.4591 -4.1171
76 O 5.6922 -2.1216 -4.0903
77 O 3.6913 -1.3998 -3.2224
78 C 3.8451 -2.0600 -1.9424
79 H 6.0649 0.1874 -5.3694
80 H 4.8904 0.5205 -6.7235
81 H 5.7330 -1.0279 -6.5133
82 H 4.7148 -1.8609 -1.3162
83 H 3.9331 -3.1232 -2.1659
84 H 2.9981 -1.9644 -1.2631
85 C -0.1443 7.2107 1.6427
86 O 1.1118 6.5393 1.8911
87 C 1.4917 5.5481 0.9288
88 O 0.8377 5.1397 -0.0141
89 O 2.7849 5.1814 1.2441
90 C 3.4792 4.2137 0.4403
91 H -0.2797 8.2498 1.9427
92 H -0.9705 6.7089 2.1464
93 H -0.5514 7.0935 0.6384
94 H 4.5276 4.4725 0.5886
95 H 3.2844 4.2386 -0.6319
96 H 3.4776 3.1558 0.7028

Atomic forces in eV per Å
-1.319 -1.022 5.827
3.985 3.497 -8.906
-1.625 0.636 2.263
0.494 -0.227 1.347
-0.143 0.628 -0.544
-2.883 -4.167 2.278
2.867 0.295 -0.936
-1.100 0.878 -0.944
-0.385 -0.077 -0.216
-0.985 1.457 2.791
0.461 0.254 -2.149
0.505 0.042 -1.148
-0.756 0.180 -0.382
1.274 -2.058 0.527
1.720 -3.263 0.194
-2.583 1.667 -1.232
-0.067 -2.688 -0.769
1.147 0.310 -0.198
1.834 1.238 -1.643
-0.830 -0.256 0.387
-1.126 0.257 0.028
-0.641 0.077 0.915
-1.055 1.614 2.056
0.849 -0.249 -0.903
0.098 0.214 0.302
-0.686 -0.250 -0.075
-0.115 0.322 0.458
0.356 0.530 -0.458
-0.422 -0.259 -0.500
-0.865 0.526 1.103
0.253 -0.165 0.608
0.509 0.552 -0.303
0.913 0.746 0.346
0.806 0.594 -0.521
-0.048 -0.216 0.161
0.284 -0.013 -0.246
-0.259 -0.703 -0.605
-0.268 -0.452 0.223
0.071 -0.740 -0.191
-0.247 0.334 0.057
0.745 0.442 0.320
0.436 0.050 -0.139
-0.934 -0.396 0.577
-0.562 1.318 -1.535
1.127 0.313 -0.700
-0.346 -1.449 -0.065
-0.188 -1.156 -0.184
-1.017 -0.009 1.669
-0.625 -1.130 -0.158
0.319 -0.786 1.621
-0.896 -1.162 -1.027
-1.861 -0.122 0.014
0.976 1.856 -0.085
1.232 0.041 0.329
0.321 0.704 -0.211
-0.158 0.793 0.478
-0.035 -0.505 -0.144
-0.005 -0.072 -0.042
0.620 0.404 -0.435
0.692 -0.210 -0.509
-0.127 0.169 -0.283
0.258 0.004 0.109
-0.202 0.428 -0.214
1.093 0.309 -0.129
0.054 -0.262 1.021
-0.432 0.831 0.583
-0.152 -0.632 0.121
0.009 0.166 0.365
0.174 -0.385 -0.127
-0.295 0.451 -0.207
-0.134 0.045 -0.459
0.138 -0.085 0.250
2.174 0.103 -0.122
-1.758 -1.631 1.040
4.945 -0.789 -0.674
-3.970 2.217 -0.432
-1.327 0.469 1.763
0.207 -2.151 0.374
0.415 0.654 -0.519
-0.204 0.011 0.364
-0.447 -0.412 -0.085
0.289 0.953 -0.778
-0.055 -0.133 -0.065
-0.368 0.789 -0.819
-1.644 -1.472 -0.331
0.203 -0.718 -2.006
0.078 -0.044 0.181
1.110 1.254 1.916
-1.997 0.355 -0.207
1.079 -0.160 -0.432
1.322 0.071 0.120
0.372 -0.430 0.776
0.935 0.152 -0.565
0.072 0.347 -0.110
-0.491 0.471 0.088
-1.182 0.089 0.713

Values from the calculation:
multiplicity	2
frontier orbital gap (spin up / spin down)	1.22 / 6.67	eV
HOMO energy (spin up / spin down)	0.1465 / -0.0573	Ha
total charge	-3
LUMO level (spin up / spin down)	5.21 / 5.11	eV
strongest force on any atom	10.36	eV/Å

Atomic partial charges in e from the Löwdin method, atoms 1 to 2: N -0.209; S 0.410



Formula: C18H48F6N7O9P
Source: the OMol25 dataset
Level of theory: ωB97M-V/def2-TZVPD

CARTESIAN COORDINATES (ANGSTROEM)
1 C 3.8948 -16.0359 1.8918
2 C 3.3680 -17.2261 1.1128
3 O 4.0167 -17.7777 0.2090
4 N 2.0355 -17.8492 1.5974
5 H 1.9993 -17.5735 2.5683
6 H 1.1822 -17.4876 1.1959
7 C 1.9987 -19.4062 1.2916
8 H 3.0832 -15.3166 2.0014
9 H 4.5711 -15.4662 1.2545
10 H 4.4223 -16.3959 2.7751
11 H 2.8105 -19.9018 1.8240
12 H 2.0337 -19.5314 0.2094
13 H 1.1067 -19.9456 1.6101
14 C -6.3947 -11.8571 -4.0532
15 C -7.1518 -12.4118 -2.8800
16 O -8.3568 -12.6043 -2.9089
17 N -6.2816 -13.1338 -1.8603
18 H -6.8662 -13.9546 -1.7923
19 H -5.3561 -13.2430 -2.2494
20 C -6.3533 -12.4710 -0.4544
21 H -7.1486 -11.2072 -4.4976
22 H -6.1276 -12.6835 -4.7119
23 H -5.4609 -11.3373 -3.8388
24 H -6.0033 -13.2722 0.1966
25 H -7.3909 -12.3845 -0.1321
26 H -5.7874 -11.5409 -0.4002
27 C -5.4728 -22.2351 6.9807
28 C -5.0686 -20.9693 6.3077
29 O -4.0324 -20.7606 5.6819
30 N -6.0555 -19.7712 6.5391
31 H -6.4264 -19.8180 7.4774
32 H -5.4104 -18.9941 6.5344
33 C -7.1372 -19.7823 5.4528
34 H -5.7526 -23.0272 6.2862
35 H -6.3970 -22.1038 7.5435
36 H -4.5649 -22.4792 7.5323
37 H -8.0119 -20.2132 5.9400
38 H -6.7373 -20.3053 4.5840
39 H -7.4244 -18.7339 5.3727
40 C 6.2605 -19.3669 8.5722
41 C 6.1014 -20.5246 7.5993
42 O 5.4605 -20.3752 6.5814
43 N 6.8644 -21.8364 7.8179
44 H 6.6064 -22.2992 8.6778
45 H 6.5506 -22.5562 7.1827
46 C 8.4356 -21.6585 7.6250
47 H 7.2806 -18.9925 8.6574
48 H 5.8831 -19.6886 9.5429
49 H 5.6773 -18.5173 8.2170
50 H 8.7862 -21.5718 8.6535
51 H 8.6657 -20.8354 6.9485
52 H 8.7143 -22.5792 7.1125
53 C 1.4806 -9.4224 5.0249
54 C 2.6791 -9.5876 5.9735
55 O 3.7357 -10.0461 5.7705
56 N 2.4021 -9.1180 7.4149
57 H 3.1914 -8.5377 7.6608
58 H 1.5960 -8.5116 7.4661
59 C 2.3810 -10.2960 8.3767
60 H 2.0077 -9.9390 4.2227
61 H 1.1718 -8.4099 4.7651
62 H 0.6753 -10.0797 5.3529
63 H 2.1462 -9.9569 9.3856
64 H 3.3735 -10.7466 8.3734
65 H 1.5397 -10.8240 7.9279
66 C -6.1360 -14.7016 15.4452
67 C -5.7105 -16.1824 15.1200
68 O -5.7919 -17.1266 15.9131
69 N -5.1256 -16.4263 13.6968
70 H -5.8274 -16.8841 13.1329
71 H -4.7610 -15.5938 13.2561
72 C -3.9009 -17.3879 13.6766
73 H -6.3766 -14.3906 16.4618
74 H -7.0107 -14.4117 14.8631
75 H -5.3799 -14.0413 15.0205
76 H -3.9308 -17.7746 12.6580
77 H -4.2057 -18.2754 14.2313
78 H -2.9640 -16.9596 14.0326
79 P 0.3612 -11.9856 -2.6054
80 F -0.0452 -12.6705 -1.1787
81 F -0.6028 -10.7596 -2.2025
82 F 1.6100 -11.1842 -1.8872
83 F 0.9191 -11.1925 -3.8609
84 F 1.3674 -13.1853 -2.9480
85 F -0.8325 -12.8005 -3.4538
86 N -1.0673 -15.1401 6.1824
87 O -1.6444 -15.3900 7.2788
88 O -1.6054 -14.6936 5.1676
89 O 0.1528 -15.0082 6.2139

Atomic forces in eV per Å
-0.997 0.024 -1.166
3.870 -1.311 -3.751
-3.436 1.633 3.579
0.558 -2.136 -0.534
-0.267 -0.419 0.742
-0.144 0.762 -0.635
0.159 0.378 0.346
-0.145 -0.108 0.995
0.323 -0.571 -0.113
-0.348 0.305 0.240
0.262 0.431 -0.393
0.505 0.309 0.181
-0.418 0.963 0.360
-0.422 0.676 0.705
-2.179 -0.649 -2.616
3.275 0.468 1.450
-2.362 1.876 1.176
0.594 -1.103 0.177
0.508 -0.387 0.206
0.185 -1.392 -0.078
0.485 0.036 -0.533
-0.257 -0.153 -0.126
-0.128 0.157 0.237
0.683 0.470 0.140
-0.112 0.439 -0.746
-0.052 -0.302 -0.160
-0.500 0.469 -0.345
3.013 0.097 -1.735
-3.906 -0.103 2.052
1.311 -1.202 -0.735
-0.416 -0.139 0.261
-0.015 0.860 -0.540
-0.119 0.875 1.693
0.576 -0.002 -0.327
0.391 0.028 0.594
-0.404 -0.551 0.352
0.146 -0.642 -0.486
-0.372 0.376 0.011
0.261 -0.098 -0.895
0.067 -0.755 0.182
-1.272 2.101 -2.272
1.389 -1.495 1.853
0.609 0.706 -0.687
0.407 0.376 1.122
-0.336 0.215 -1.154
-1.448 -0.897 0.445
0.192 -0.432 0.138
0.197 0.179 0.225
-0.180 -0.405 -0.139
0.532 0.111 -0.487
-0.370 0.177 0.387
0.362 0.045 0.433
2.109 -1.354 0.256
-1.878 0.937 -0.248
0.438 -0.199 0.082
1.297 0.180 0.665
0.512 0.451 0.092
-0.613 -0.069 0.089
-0.856 0.799 -0.585
-0.899 0.331 -0.943
0.148 -0.087 0.239
-0.207 0.243 0.101
-0.082 0.111 -0.205
-0.403 -0.269 -0.352
0.411 -1.064 0.705
0.496 -0.657 -1.702
-1.287 -1.126 4.782
0.671 3.270 -3.965
1.802 -0.893 1.335
-0.476 0.163 -0.284
-0.603 0.700 -0.189
-1.689 -1.104 -0.244
0.437 -0.946 0.165
-0.284 -0.434 -0.241
0.324 0.075 0.249
0.814 0.492 -0.148
0.201 0.330 0.586
-0.420 0.227 -0.187
1.663 0.984 0.152
-0.125 -0.548 -0.403
-0.807 -0.210 -0.476
-0.087 -0.577 1.724
-1.415 -0.094 -2.038
-0.129 -0.863 0.300
0.665 1.085 1.037
0.712 3.042 1.509
-1.007 -0.949 -1.028
-2.221 -1.053 -0.688
2.531 -1.214 0.230

Values from the calculation:
multiplicity	1
frontier orbital gap	5.10	eV
HOMO energy	-0.4772	Ha
total charge	+4
LUMO level	-7.89	eV
strongest force on any atom	5.55	eV/Å

Atomic partial charges in e from the Löwdin method, atoms 1 to 2: C 0.029; C -0.312



Formula: C18H48FNO10P3
Source: the OMol25 dataset
Level of theory: ωB97M-V/def2-TZVPD

CARTESIAN COORDINATES (ANGSTROEM)
1 C -3.4123 -3.0411 2.1183
2 O -2.7937 -2.5778 0.9421
3 C -3.6546 -1.7808 0.1626
4 C -3.2179 -1.7955 -1.2957
5 C -1.8720 -1.0954 -1.4789
6 C -1.2087 -1.4435 -2.8264
7 C 0.3090 -1.2117 -2.8078
8 C 0.7616 0.1226 -3.4321
9 C 0.0942 1.3507 -2.8146
10 P 1.1288 2.9555 -2.9728
11 F 0.8294 2.8696 -4.6930
12 C 2.2993 4.4428 -3.3373
13 C 3.4768 4.5193 -2.3833
14 N 3.1145 5.0066 -1.0379
15 C -0.4029 4.0862 -2.6716
16 C -1.4139 3.5705 -1.6659
17 O -2.2464 4.6556 -1.1772
18 H -3.4841 -2.2694 2.8892
19 H -2.7960 -3.8447 2.5157
20 H -4.4199 -3.4227 1.9429
21 H -4.6802 -2.1658 0.2035
22 H -3.6737 -0.7402 0.5087
23 H -3.9767 -1.2463 -1.8572
24 H -3.1988 -2.8341 -1.6272
25 H -2.0286 -0.0185 -1.4513
26 H -1.1876 -1.4086 -0.6944
27 H -1.6903 -0.9260 -3.6554
28 H -1.3713 -2.5169 -2.9629
29 H 0.7557 -1.9831 -3.4463
30 H 0.7483 -1.3614 -1.8207
31 H 1.8501 0.1530 -3.3532
32 H 0.4974 0.0665 -4.4894
33 H -0.8594 1.4781 -3.3308
34 H -0.1047 1.1140 -1.7662
35 H 2.3288 2.1237 -3.0879
36 H 1.3940 3.0184 -1.5321
37 H 2.7253 4.2397 -4.3202
38 H 1.7785 5.3999 -3.4215
39 H 4.1926 5.2378 -2.8001
40 H 3.9967 3.5559 -2.3669
41 H 2.1318 4.8628 -0.8602
42 H 3.6621 4.5118 -0.3509
43 H -0.8878 4.2963 -3.6311
44 H -0.0856 5.0575 -2.2855
45 H -2.0905 2.8517 -2.1286
46 H -0.9313 3.1526 -0.7865
47 H -2.6880 5.0291 -1.9448
48 C -5.6164 -5.5633 6.4171
49 O -6.5434 -4.4794 6.5633
50 P -6.0552 -3.0840 5.9100
51 O -5.4460 -3.3628 4.6113
52 O -4.9394 -2.7915 7.0848
53 C -5.2567 -3.0093 8.4619
54 O -6.5314 -1.5492 5.8214
55 C -6.8958 -0.7897 6.9856
56 H -5.8757 -6.2938 7.1814
57 H -5.7204 -6.0137 5.4333
58 H -4.5909 -5.2296 6.5665
59 H -4.7426 -3.9039 8.8158
60 H -6.3256 -3.1342 8.6303
61 H -4.9079 -2.1489 9.0317
62 H -5.9976 -0.3913 7.4546
63 H -7.4556 -1.3829 7.7058
64 H -7.5189 0.0369 6.6551
65 C 7.4888 -1.8284 -3.7443
66 O 6.7367 -1.2938 -2.6523
67 P 6.3526 0.2673 -2.8061
68 O 5.9335 0.5294 -4.1777
69 O 7.8707 0.8419 -2.5221
70 C 8.6799 0.2737 -1.4927
71 O 5.5890 1.3240 -1.8801
72 C 6.0085 1.5608 -0.5273
73 H 7.9820 -2.7249 -3.3707
74 H 6.8224 -2.0938 -4.5616
75 H 8.2394 -1.1206 -4.0936
76 H 9.4719 -0.3279 -1.9430
77 H 8.1104 -0.3580 -0.8124
78 H 9.1305 1.0868 -0.9237
79 H 6.8314 2.2749 -0.5211
80 H 6.3112 0.6452 -0.0222
81 H 5.1626 1.9896 0.0039

Atomic forces in eV per Å
0.238 0.019 0.320
-0.216 -0.160 -0.094
-0.265 0.173 -0.652
0.199 0.492 0.636
-0.178 -0.333 -0.985
0.283 -0.449 1.066
0.136 0.117 -1.259
-0.426 -0.380 0.410
0.328 -0.402 -0.240
0.425 0.177 0.363
-0.153 -0.015 0.036
0.059 -0.432 0.002
-0.100 0.686 -0.154
0.411 0.320 -0.238
-0.150 -0.092 -0.143
-0.360 0.737 -0.601
-0.103 -0.100 0.343
-0.050 0.137 -0.031
0.033 -0.070 0.014
-0.055 -0.045 -0.107
-0.052 -0.071 0.246
0.027 0.003 0.251
-0.117 -0.175 -0.175
0.083 -0.039 -0.161
0.116 0.105 0.388
-0.013 0.134 0.212
0.042 0.095 -0.090
-0.095 -0.048 -0.189
0.091 -0.144 0.113
-0.228 0.116 0.227
0.080 0.271 -0.088
0.220 0.152 -0.150
-0.135 0.166 0.122
-0.011 0.291 0.154
-0.008 -0.005 -0.280
-0.132 -0.018 0.035
-0.108 -0.068 -0.125
0.004 0.102 0.180
0.166 -0.048 0.011
-0.192 -0.200 0.126
0.005 -0.335 0.085
-0.255 -0.049 0.266
-0.130 -0.102 -0.041
0.322 -0.032 0.064
0.147 -0.389 0.179
0.007 -0.107 0.068
0.108 0.026 -0.044
0.089 -0.366 -0.109
-2.256 1.278 0.035
5.022 0.242 0.076
-0.485 -0.145 -0.247
-0.319 0.042 0.062
0.231 -0.026 -0.164
-2.271 -1.271 0.460
0.008 0.168 0.008
-0.090 0.080 0.019
0.043 0.103 -0.051
-0.018 0.081 -0.056
-0.023 -0.020 0.041
0.017 -0.056 0.052
0.043 -0.001 -0.008
0.047 -0.090 -0.018
-0.033 0.015 0.000
-0.003 -0.048 -0.105
0.055 -0.270 -0.237
-1.477 0.261 1.802
2.595 2.387 -2.570
-0.308 -0.283 -0.052
-0.186 -0.270 0.304
0.041 0.130 -0.240
-0.450 -2.245 0.903
-0.147 0.223 0.117
-0.059 0.029 0.085
-0.021 0.120 -0.021
-0.063 0.066 -0.007
0.018 -0.029 0.030
0.072 -0.052 -0.003
0.022 0.013 -0.021
0.033 -0.043 -0.080
-0.051 -0.011 0.027
-0.073 -0.025 -0.102

Values from the calculation:
multiplicity	1
relative energy (zero: lowest compared OMol25 entry of this formula, charge and spin)	0.00	kJ/mol
frontier orbital gap	4.79	eV
HOMO energy	-0.1271	Ha
total charge	-1
LUMO level	1.33	eV
strongest force on any atom	5.03	eV/Å

Atomic partial charges in e from the Löwdin method, atoms 1 to 2: C -0.130; O -0.183